Molecular formula: C10H12N6O3S
Method: DFT, ωB97M-V/def2-TZVPD

Calculated values
Energy above the lowest of the compared OMol25 structures with the same formula, charge and spin = 747.0 kJ/mol
Calculated total energy = -1340.371840 a.u.
LUMO level = -0.0141 Eh
Frontier orbital gap = 7.481 eV
E_HOMO = -7.86 eV
SMILES = Cn1c(N)c(C(=O)CSc2ncn[nH]2)c(=O)n(C)c1=O
Charge = 0

The geometry in XYZ format:
```
32
C10H12N6O3S (ωB97M-V/def2-TZVPD)
H -2.619 -0.958 -0.821
H 3.414 2.331 0.417
C -5.433 -0.578 0.203
C 0.213 -0.461 -0.695
O 0.204 3.119 -0.554
N 1.164 -1.530 -0.196
H 4.096 0.808 1.705
C -3.610 0.370 0.590
C 2.318 -1.096 0.343
N -3.471 -0.990 -0.294
C 0.591 0.744 -0.202
C 4.192 0.258 0.990
N -4.891 0.360 1.192
H -6.536 -1.034 0.734
S -2.418 1.429 1.108
C 0.686 -3.035 -0.468
O 2.997 -2.104 0.564
H 4.756 0.875 0.100
N -4.571 -1.418 -0.367
H -0.185 -2.940 0.315
H 1.402 -3.554 0.051
C 2.160 1.177 0.042
C -1.563 1.907 -0.784
H 1.776 2.970 -0.056
H -2.190 2.734 -1.093
H -1.935 1.051 -1.301
H 4.606 -0.761 1.178
C -0.146 1.856 -0.546
N 2.553 2.283 0.123
H 0.369 -3.029 -1.523
N 2.947 0.024 0.413
O -0.878 -0.806 -1.168
```